DFT (ωB97M-V with the def2-TZVPD basis set) results for a molecular structure, C18H15BCdF4N4S.

Cartesian coordinates (Å):
Cd1 0.52 0.34 -0.01
C1 1.36 1.60 2.91
C2 0.57 0.37 3.23
C3 0.36 -0.06 4.54
C4 -0.38 -1.21 4.75
C5 -0.89 -1.90 3.67
C6 -0.65 -1.42 2.39
N1 0.08 -0.32 2.20
C7 -1.18 -2.09 1.17
C8 -2.05 -3.17 1.23
C9 -2.50 -3.72 0.04
C10 -2.09 -3.18 -1.17
C11 -1.22 -2.09 -1.15
N2 -0.80 -1.59 0.00
C12 -0.73 -1.43 -2.39
C13 -1.03 -1.91 -3.66
C14 -0.55 -1.22 -4.76
C15 0.21 -0.09 -4.57
C16 0.49 0.34 -3.28
C17 1.30 1.56 -2.99
N3 0.03 -0.34 -2.23
H1 2.28 1.32 2.40
H2 1.61 2.16 3.82
H3 0.78 2.25 2.26
H4 0.76 0.51 5.36
H5 -0.55 -1.57 5.76
H6 -1.47 -2.80 3.83
H7 -2.38 -3.58 2.17
H8 -3.19 -4.56 0.05
H9 -2.45 -3.60 -2.10
H10 -1.64 -2.79 -3.79
H11 -0.78 -1.57 -5.76
H12 0.60 0.47 -5.41
H13 2.20 1.29 -2.43
H14 0.72 2.25 -2.38
H15 1.60 2.06 -3.91
S1 -3.50 1.40 -0.37
C18 -1.95 1.82 -0.19
N4 -0.81 2.11 -0.06
F1 2.70 0.83 -0.09
B1 3.27 -0.52 0.15
F2 4.54 -0.56 -0.31
F3 3.13 -0.75 1.52
F4 2.38 -1.37 -0.56

Calculated values
Maximum force ... 0.0087 hartree/bohr
E_tot ... -1904.5375 Ha
Relative energy (zero: lowest compared OMol25 entry of this formula, charge and spin) ... 0.000 eV